[1]
Molecular formula: CH3ClFOP
Method: DFT, wB97M-V/def2-TZVPD

XYZ file:
```
8
CH3ClFOP wB97M-V/def2-TZVPD
C -1.0169 -0.1409 0.1504
O 0.0104 0.6978 0.7361
F 1.3498 1.1583 -1.2619
P 1.4815 0.8889 0.3696
Cl 2.2105 -1.6864 -0.0211
H -1.9851 0.2362 0.3280
H -1.0887 -1.0162 0.6891
H -0.9614 -0.1376 -0.9903
```

Values from the calculation:
ΔE to the lowest compared entry with this formula, charge and spin (kJ/mol): 23.6
F_max (eV/A): 3.21
HOMO-LUMO gap (spin up / spin down) (eV): 7.8 / 7.3
Spin multiplicity: 3
⟨S²⟩: 2.004
LUMO level (spin up / spin down) (eV): 0.9 / -4.1

[2]
Molecular formula: C4H10NP
Method: DFT, wB97M-V/def2-TZVPD

XYZ file:
```
16
C4H10NP wB97M-V/def2-TZVPD
H 3.4684 0.7549 -0.1441
N 2.4572 0.7866 -0.0014
P 1.8729 -0.6603 0.0567
C 0.0337 -0.2491 0.0186
C -0.4237 0.7570 -1.0131
C -0.3212 0.3280 1.4496
C -0.9299 -1.4164 -0.4039
H -0.7669 0.3616 -2.0325
H -1.1830 1.3965 -0.7041
H 0.3124 1.5491 -1.2271
H -0.7814 -0.2922 2.2026
H 0.5882 0.5871 1.8050
H -0.9484 1.2815 1.4217
H -0.9644 -2.3088 0.3997
H -2.0050 -1.1306 -0.6044
H -0.4090 -1.7449 -1.2233
```

Values from the calculation:
ΔE to the lowest compared entry with this formula, charge and spin (kJ/mol): 132.6
F_max (eV/A): 4.61
HOMO-LUMO gap (eV): 8.9
Spin multiplicity: 1
LUMO level (eV): -0.2

[3]
Molecular formula: C21H56Br2N15O22P
Method: DFT, wB97M-V/def2-TZVPD

XYZ file:
```
117
C21H56Br2N15O22P wB97M-V/def2-TZVPD
H 0.2856 5.3564 2.9704
N 0.4119 4.4523 3.4195
C 1.6073 4.0385 3.2650
N 2.6467 4.7254 2.5731
N 2.0327 2.8276 3.8214
C 2.4793 1.8477 2.7809
C 2.3146 0.4115 3.2849
C 1.1645 -0.3857 2.6484
C -0.1535 0.3729 2.4999
C -1.0658 -0.2831 1.4701
O -1.4009 -1.5971 1.9593
C -0.9129 -2.6332 1.1427
C -2.4202 0.3990 1.1633
N -2.4608 1.2897 -0.0216
P -1.0485 2.2084 -0.3894
N -1.7360 3.6140 -1.0642
O -0.5603 1.4875 -1.8126
C -3.0996 1.0432 2.3855
Br -2.3788 2.7968 2.7840
C -4.6065 1.1468 2.0844
C -5.4015 2.2644 2.7480
Br -5.4484 -0.5671 2.4975
H 2.7688 4.3249 1.6448
H 2.3840 5.6953 2.4531
H 1.2919 2.4303 4.3874
H 3.5348 2.0540 2.5897
H 1.9033 2.0272 1.8724
H 2.2554 0.3982 4.3781
H 3.2387 -0.1123 3.0325
H 1.5217 -0.8015 1.7011
H 0.9715 -1.2457 3.2965
H -0.6701 0.3706 3.4648
H -0.0018 1.4134 2.2124
H -0.5023 -0.4275 0.5381
H -0.9853 -3.5759 1.6908
H 0.1347 -2.5051 0.8545
H -1.5478 -2.7372 0.2527
H -3.0949 -0.4277 0.9219
H -2.6204 0.6903 -0.8309
H -1.0518 4.3621 -0.9881
H -1.9046 3.5059 -2.0648
H -0.1336 0.6452 -1.6119
H -2.9622 0.3993 3.2524
H -4.7189 1.2677 1.0071
H -5.2659 3.2042 2.2126
H -6.4625 2.0155 2.6695
H -5.1753 2.3728 3.8081
C 2.1711 3.3484 -2.4157
N 2.2506 3.8088 -1.0094
O 2.3531 2.9779 -0.1298
O 2.2080 5.0112 -0.8088
H 2.2329 2.2674 -2.4264
H 1.2232 3.6937 -2.8190
H 2.9981 3.8081 -2.9403
C -2.8199 -4.1791 -2.7369
N -1.6436 -3.2956 -2.5055
O -1.8487 -2.1102 -2.3379
O -0.5515 -3.8227 -2.4955
H -3.7158 -3.5709 -2.7119
H -2.6895 -4.6503 -3.7041
H -2.8241 -4.9215 -1.9449
C 5.9631 -2.8898 1.5394
N 4.6448 -2.2169 1.6911
O 3.7426 -2.8449 2.2012
O 4.5583 -1.0732 1.2947
H 5.8754 -3.8953 1.9336
H 6.1994 -2.8953 0.4797
H 6.6878 -2.2969 2.0906
C -3.2949 -8.2713 -3.6456
N -4.5309 -7.4700 -3.4361
O -5.4953 -8.0222 -2.9540
O -4.4947 -6.3029 -3.7746
H -3.4824 -9.2810 -3.3009
H -3.0797 -8.2507 -4.7110
H -2.4954 -7.8008 -3.0804
C 2.1772 -6.2761 2.9065
N 3.5824 -6.6158 2.5487
O 4.0378 -7.6659 2.9457
O 4.1759 -5.7966 1.8810
H 1.7725 -7.0857 3.5019
H 2.2056 -5.3420 3.4599
H 1.6312 -6.1480 1.9768
C 5.7339 2.4372 5.0469
N 6.4498 1.1335 4.9936
O 6.6188 0.5309 6.0316
O 6.8174 0.7554 3.8993
H 5.4646 2.6445 6.0754
H 6.4044 3.1968 4.6572
H 4.8473 2.3494 4.4239
C -5.6194 2.6717 -1.2530
N -6.7946 1.8236 -0.9009
O -6.6231 0.6258 -0.8142
O -7.8466 2.3971 -0.7146
H -4.7580 2.0272 -1.3797
H -5.8663 3.1995 -2.1693
H -5.4681 3.3739 -0.4382
C 6.5212 5.6013 -2.1230
N 5.2772 4.9526 -2.6110
O 5.1968 3.7428 -2.5714
O 4.3827 5.6701 -3.0112
H 7.2010 4.8233 -1.7977
H 6.9304 6.1741 -2.9498
H 6.2400 6.2568 -1.3042
C 1.6736 7.7845 -3.0417
N 0.4131 7.1139 -3.4696
O 0.3867 5.8995 -3.4746
O -0.5104 7.8312 -3.7851
H 2.3970 7.0174 -2.7920
H 2.0110 8.4003 -3.8698
H 1.4311 8.3993 -2.1802
C -6.6191 -8.3520 -6.9462
N -5.1532 -8.5123 -6.7442
O -4.7246 -9.6243 -6.5155
O -4.4768 -7.5071 -6.8149
H -7.0824 -9.3263 -6.8504
H -6.9728 -7.6625 -6.1850
H -6.7631 -7.9334 -7.9376
```

Values from the calculation:
F_max (eV/A): 0.95
HOMO-LUMO gap (eV): 8.0
Spin multiplicity: 1
LUMO level (eV): -0.5

[4]
Molecular formula: C16H19Cl2FN3O
Method: DFT, wB97M-V/def2-TZVPD

XYZ file:
```
42
C16H19Cl2FN3O wB97M-V/def2-TZVPD
Cl -2.5142 3.6394 11.4655
C -1.1626 3.8018 12.4936
N 0.0374 3.5948 11.8947
F 0.4172 -1.0616 7.8722
C 1.1037 3.7121 12.6562
Cl 2.5882 3.4302 11.8476
C 1.0803 4.0395 14.0219
C -0.1600 4.2464 14.6423
C -1.3006 4.1281 13.8565
H 2.0295 4.1181 14.5444
H -0.2250 4.4879 15.7044
H -2.3033 4.2725 14.2260
C -3.2310 -2.8662 4.8780
C -2.4315 -2.8792 6.1807
N -1.7539 -1.6197 6.5054
C -2.5786 -0.5998 7.0493
C -2.7467 -0.7468 8.5737
C -0.4614 -1.5034 6.0316
C 0.3860 -0.4070 6.4158
N 1.6542 -0.2806 5.8113
C 2.0310 -0.8849 4.6441
C 3.3259 -0.8323 4.2274
C 4.3185 -0.2393 5.0204
C 3.9195 0.3235 6.2648
C 2.5783 0.3217 6.6169
O 0.0988 -2.3669 5.3307
H -3.8112 -3.7859 4.7396
H -3.8951 -2.0134 4.8469
H -2.4970 -2.7989 4.0145
H -3.1166 -3.0837 6.9908
H -1.7569 -3.7607 6.1378
H -1.9888 0.3492 6.8610
H -3.5250 -0.6872 6.5496
H -3.4696 0.0310 8.9161
H -3.1960 -1.7523 8.8500
H -1.7918 -0.6178 9.0841
H -0.1939 0.5611 6.6649
H 1.2827 -1.4912 4.1365
H 3.5846 -1.1624 3.2296
H 5.3893 -0.1202 4.7333
H 4.6160 0.8316 6.9363
H 2.2041 0.6269 7.5765
```

Values from the calculation:
ΔE to the lowest compared entry with this formula, charge and spin (kJ/mol): 0.0
F_max (eV/A): 5.52
HOMO-LUMO gap (eV): 6.2
Spin multiplicity: 1
Total charge: +1
LUMO level (eV): -4.9

[5]
Molecular formula: C21H49N3O13P2
Method: DFT, wB97M-V/def2-TZVPD

XYZ file:
```
88
C21H49N3O13P2 wB97M-V/def2-TZVPD
C -0.2968 -1.3547 0.5096
C 0.4397 -0.9254 -0.7622
O -0.0072 -1.8519 -1.7725
C 0.0285 0.4804 -1.2264
N 0.8717 1.5152 -0.6475
C 0.7567 2.8325 -1.2718
C -0.6005 3.2172 -1.8395
O -1.6412 3.2061 -0.8521
C -2.9215 3.1950 -1.3783
O -3.6088 4.3451 -0.8504
C -4.1794 3.8818 0.3120
O -4.1254 4.3903 1.3784
O -4.8037 2.7332 -0.0347
C -3.8502 2.0216 -0.9069
N -3.2902 1.0164 -0.0535
C -4.7623 1.3664 -1.9450
N -4.1865 0.3103 -2.7529
H 0.3621 -1.4053 1.3749
H -0.7128 -2.3469 0.3354
H -1.1430 -0.7054 0.7369
H 1.5232 -1.0010 -0.6494
H 0.2488 -1.5240 -2.6395
H 0.0441 0.5403 -2.3165
H -0.9947 0.6209 -0.8754
H 0.6642 1.6301 0.3368
H 1.4637 2.8785 -2.1080
H 1.0722 3.5806 -0.5450
H -0.5044 4.2485 -2.2048
H -0.8865 2.6197 -2.7092
H -2.9365 3.4010 -2.4506
H -2.8525 0.2838 -0.6013
H -2.5342 1.4271 0.4895
H -5.5734 0.9242 -1.3675
H -5.2293 2.1245 -2.5773
H -3.3586 0.5840 -3.2618
H -4.0404 -0.5486 -2.2448
C 5.0350 3.3669 6.2129
C 3.5749 3.3289 5.8057
O 3.2093 4.4582 5.0008
P 3.6638 4.5174 3.4664
O 3.1233 3.3761 2.7170
O 2.7881 5.7942 2.9905
C 1.9288 5.7353 1.8537
C 0.4882 5.6058 2.3004
O 5.0484 5.2621 3.5865
C 5.3671 6.5749 3.0910
C 5.0493 7.6208 4.1317
H 5.6893 3.2486 5.3469
H 5.2543 2.5629 6.9160
H 5.2788 4.3224 6.6776
H 3.3435 2.4054 5.2693
H 2.9378 3.3681 6.6879
H 2.2179 4.9275 1.1820
H 2.0577 6.6720 1.3047
H 0.3451 4.7126 2.9094
H -0.1890 5.5532 1.4459
H 0.2096 6.4619 2.9155
H 4.8782 6.7742 2.1401
H 6.4398 6.5664 2.8951
H 3.9884 7.6276 4.3759
H 5.3340 8.6085 3.7674
H 5.5954 7.4157 5.0531
C 0.7520 -4.9246 -0.7323
C 0.2657 -4.7682 -2.1597
O -0.2746 -6.0008 -2.6743
P -1.7234 -6.4763 -2.1959
O -2.7472 -5.4827 -2.5428
O -1.9479 -7.6998 -3.2356
C -3.1138 -7.8031 -4.0507
C -2.8056 -7.3789 -5.4698
O -1.3595 -7.3567 -0.9373
C -1.5273 -8.7783 -0.8032
C -0.2972 -9.5014 -1.2957
H -0.0803 -5.1145 -0.0507
H 1.2598 -4.0178 -0.4045
H 1.4381 -5.7682 -0.6497
H -0.4789 -3.9815 -2.2297
H 1.0992 -4.5012 -2.8083
H -3.9377 -7.2241 -3.6357
H -3.4135 -8.8544 -4.0338
H -2.4428 -6.3509 -5.4924
H -3.6936 -7.4519 -6.0992
H -2.0224 -8.0100 -5.8918
H -2.4349 -9.1234 -1.2934
H -1.6586 -8.9634 0.2635
H -0.1188 -9.3052 -2.3515
H -0.4125 -10.5762 -1.1507
H 0.5837 -9.1656 -0.7474
```

Values from the calculation:
F_max (eV/A): 4.55
HOMO-LUMO gap (eV): 9.6
Spin multiplicity: 1
LUMO level (eV): 0.4

[6]
Molecular formula: C5H9NO
Method: DFT, wB97M-V/def2-TZVPD

XYZ file:
```
16
C5H9NO wB97M-V/def2-TZVPD
C 1.9494 1.1028 0.1927
O 0.6285 0.2055 -0.9548
C -0.2259 -0.5631 -0.5036
C -1.4984 -0.7206 -1.2651
C -0.1185 -1.2029 0.8436
C -0.1726 1.9301 0.7184
N -1.3268 1.8868 0.9170
H 2.0633 2.0639 -0.2866
H 1.9415 1.1257 1.2724
H 2.5647 0.3111 -0.2261
H -1.9470 -1.7104 -1.1528
H -1.3612 -0.4585 -2.3154
H -2.1578 0.0331 -0.8022
H -0.6897 -0.5554 1.5224
H 0.9163 -1.2481 1.1895
H -0.5658 -2.2001 0.8504
```

Values from the calculation:
ΔE to the lowest compared entry with this formula, charge and spin (kJ/mol): 529.5
F_max (eV/A): 1.25
HOMO-LUMO gap (eV): 8.6
Spin multiplicity: 1
LUMO level (eV): -0.6